(1)
This record from the OMol25 dataset describes 8 unconnected molecules or ions with the total composition C28H78N6O8. The level of theory is the ωB97M-V functional and the def2-TZVPD basis.

Last column: Mulliken charge in e.
Positions of all 120 atoms, in Å:
C  0.866  -2.663  -0.055  -0.352
O  0.954  -1.566  0.819  -0.209
C  1.272  -0.351  0.175  -0.515
C  0.099  0.625  0.273  1.556
C  -1.174  0.037  -0.338  -1.034
N  0.479  1.877  -0.374  0.594
H  1.800  -2.817  -0.622  0.369
H  0.073  -2.532  -0.804  0.253
H  0.678  -3.568  0.515  -0.124
H  2.136  0.114  0.666  0.121
H  1.537  -0.509  -0.880  -0.159
H  -0.087  0.803  1.339  -0.599
H  -2.009  0.711  -0.125  0.339
H  -1.463  -0.922  0.101  0.379
H  -1.043  -0.108  -1.413  -0.273
H  0.970  1.696  -1.245  -0.001
H  -0.328  2.460  -0.551  -0.289
C  0.902  3.558  -3.390  -0.795
O  1.547  2.354  -3.031  -0.345
C  2.403  1.888  -4.023  -1.064
C  2.879  0.477  -3.704  2.154
C  3.835  0.489  -2.539  -1.823
N  3.529  -0.151  -4.847  -0.693
H  0.212  3.821  -2.583  0.109
H  0.286  3.423  -4.286  0.307
H  1.612  4.384  -3.485  0.298
H  1.938  1.915  -5.022  0.384
H  3.307  2.520  -4.126  0.475
H  1.999  -0.111  -3.402  -1.133
H  4.179  -0.511  -2.273  0.420
H  3.398  0.936  -1.644  0.252
H  4.711  1.098  -2.796  0.517
H  3.053  0.093  -5.713  0.300
H  4.449  0.280  -4.927  0.313
C  -0.811  -2.170  3.331  -0.217
O  -0.378  -1.455  4.465  -0.474
C  0.635  -0.541  4.157  -0.006
C  1.241  -0.016  5.437  0.602
C  2.217  1.094  5.147  -1.428
N  1.906  -1.086  6.213  -0.805
H  -1.061  -1.521  2.487  -0.056
H  -1.680  -2.762  3.621  0.316
H  -0.044  -2.875  2.980  0.259
H  1.440  -0.987  3.545  0.112
H  0.243  0.300  3.554  -0.214
H  0.434  0.351  6.079  0.357
H  2.765  1.388  6.040  0.412
H  1.703  1.974  4.747  0.145
H  2.948  0.804  4.383  0.376
H  1.408  -1.962  6.076  0.307
H  2.836  -1.236  5.829  0.270
C  -2.419  1.877  -3.632  -0.321
O  -2.172  0.607  -4.153  -0.412
C  -0.903  0.516  -4.783  0.499
C  -0.758  -0.938  -5.217  -0.053
C  -0.767  -1.839  -3.984  -1.087
N  0.476  -1.124  -6.025  -0.724
H  -1.646  2.190  -2.915  -0.129
H  -3.373  1.850  -3.107  0.272
H  -2.475  2.638  -4.427  0.350
H  -0.861  1.232  -5.614  0.527
H  -0.131  0.786  -4.045  -0.767
H  -1.606  -1.141  -5.871  0.600
H  -0.687  -2.898  -4.251  0.471
H  -1.694  -1.730  -3.421  0.437
H  0.088  -1.619  -3.336  -0.086
H  1.231  -1.434  -5.415  0.284
H  0.299  -1.927  -6.622  0.288
C  0.995  6.541  5.412  -0.780
O  1.096  5.348  4.675  -0.240
C  0.830  5.538  3.310  -0.845
C  1.129  4.250  2.579  0.913
C  2.541  3.735  2.854  -1.664
N  0.795  4.393  1.161  -0.399
H  1.591  7.338  4.953  0.317
H  1.325  6.314  6.420  0.232
H  -0.046  6.899  5.440  0.294
H  -0.228  5.796  3.164  0.541
H  1.431  6.369  2.899  0.426
H  0.442  3.510  3.018  -0.140
H  3.272  4.409  2.389  0.420
H  2.686  2.751  2.412  0.203
H  2.711  3.718  3.928  0.466
H  1.114  3.594  0.605  0.052
H  1.323  5.186  0.791  0.267
C  -2.290  -6.066  -0.103  -0.798
O  -1.206  -5.320  -0.598  -0.039
C  -0.442  -5.980  -1.590  -0.814
C  0.430  -7.115  -1.067  0.603
C  1.507  -6.593  -0.169  -1.185
N  1.009  -7.942  -2.142  -0.762
H  -2.897  -6.491  -0.910  0.356
H  -2.901  -5.396  0.501  0.113
H  -1.978  -6.879  0.569  0.300
H  -1.102  -6.376  -2.380  0.388
H  0.188  -5.206  -2.043  0.185
H  -0.218  -7.781  -0.486  0.237
H  2.079  -7.376  0.319  0.368
H  1.040  -5.972  0.602  0.207
H  2.177  -5.931  -0.730  0.285
H  1.546  -7.328  -2.761  0.300
H  0.253  -8.257  -2.752  0.273
C  -4.361  -0.996  1.254  -0.887
C  -4.786  -2.289  1.916  -0.061
O  -5.590  -3.008  0.977  -0.557
H  -3.873  -1.202  0.300  0.124
H  -3.723  -0.389  1.892  0.337
H  -5.254  -0.426  0.980  0.413
H  -5.351  -2.082  2.830  0.321
H  -3.902  -2.883  2.182  0.066
H  -5.968  -3.783  1.401  0.297
C  -3.344  3.526  1.440  -0.949
C  -2.648  4.508  0.501  0.303
O  -1.838  5.435  1.175  -0.596
H  -3.851  2.762  0.836  0.274
H  -4.120  4.006  2.035  0.397
H  -2.616  3.032  2.083  0.151
H  -3.387  5.070  -0.074  0.396
H  -2.043  3.912  -0.201  -0.331
H  -0.947  5.027  1.240  0.391

Its net charge is 0. Its SMILES is COC[C@H](C)N.COC[C@H](C)N.COC[C@H](C)N.COC[C@H](C)N.COC[C@H](C)N.COC[C@H](C)N.CCO.CCO. The HOMO energy is -0.3311 Ha.



(2)
This record from the OMol25 dataset describes 8 unconnected molecules or ions with the total composition C28H78N6O8. The level of theory is the ωB97M-V functional and the def2-TZVPD basis.

Last column: Mulliken charge in e.
Positions of all 120 atoms, in Å:
C  4.939  3.547  1.000  -0.641
O  4.840  4.868  0.731  -0.379
C  3.658  5.539  1.184  -0.799
C  2.461  5.500  0.238  0.780
C  2.671  5.856  -1.261  -1.450
N  1.387  6.318  0.697  -0.741
H  5.682  2.956  0.464  0.276
H  4.012  3.130  0.607  0.263
H  5.199  3.378  2.045  0.265
H  3.359  5.030  2.100  0.367
H  4.103  6.494  1.466  0.325
H  1.993  4.518  0.309  0.171
H  3.273  6.763  -1.319  0.335
H  1.737  6.114  -1.760  0.483
H  3.169  5.064  -1.820  0.279
H  0.922  6.367  -0.198  0.214
H  0.731  5.946  1.369  0.254
C  -3.265  1.436  2.741  -0.784
O  -1.975  0.907  2.329  -0.289
C  -2.087  -0.408  1.766  -0.776
C  -0.769  -0.579  1.015  0.444
C  -0.582  -1.963  0.417  -1.413
N  0.299  -0.389  1.919  -0.778
H  -3.940  1.336  1.891  0.304
H  -3.310  2.498  2.982  0.271
H  -3.672  0.998  3.653  0.289
H  -2.156  -1.225  2.484  0.336
H  -2.845  -0.373  0.983  0.421
H  -0.853  0.085  0.155  0.301
H  -1.488  -2.432  0.032  0.359
H  -0.178  -2.693  1.118  0.326
H  0.006  -1.931  -0.500  0.305
H  0.128  0.574  2.171  0.409
H  0.029  -0.813  2.795  0.274
C  -2.301  -0.423  -5.489  -0.745
O  -2.235  0.569  -6.433  -0.317
C  -0.992  0.585  -7.255  -0.571
C  -0.860  1.910  -8.086  0.528
C  -1.856  1.874  -9.244  -1.351
N  0.490  2.110  -8.720  -0.784
H  -3.256  -0.472  -4.967  0.268
H  -1.436  -0.438  -4.825  0.290
H  -2.237  -1.411  -5.946  0.311
H  -0.122  0.354  -6.639  0.287
H  -1.027  -0.280  -7.917  0.329
H  -1.036  2.820  -7.511  0.243
H  -1.788  1.028  -9.928  0.323
H  -1.622  2.741  -9.861  0.357
H  -2.866  1.940  -8.839  0.335
H  0.537  3.070  -9.028  0.271
H  1.210  2.084  -8.013  0.226
C  -7.860  7.377  3.038  -0.766
O  -7.792  7.427  4.369  -0.301
C  -6.517  6.999  4.901  -0.669
C  -6.711  6.599  6.323  0.588
C  -7.096  7.765  7.232  -1.489
N  -5.540  5.963  6.883  -0.763
H  -8.744  7.871  2.635  0.259
H  -7.924  6.371  2.625  0.292
H  -7.007  7.889  2.593  0.315
H  -6.112  6.167  4.325  0.356
H  -5.810  7.818  4.773  0.279
H  -7.449  5.809  6.458  0.238
H  -7.062  7.460  8.278  0.435
H  -8.111  8.110  7.039  0.325
H  -6.382  8.589  7.224  0.356
H  -4.898  6.678  7.195  0.275
H  -5.823  5.592  7.779  0.272
C  2.614  -3.705  -5.396  -0.763
O  3.155  -2.393  -5.338  -0.237
C  4.233  -2.141  -4.443  -0.628
C  4.555  -0.635  -4.346  0.428
C  4.841  -0.088  -5.733  -1.404
N  5.716  -0.362  -3.451  -0.648
H  2.420  -4.064  -4.385  0.301
H  3.389  -4.326  -5.844  0.307
H  1.642  -3.751  -5.885  0.222
H  3.997  -2.376  -3.406  0.306
H  5.078  -2.791  -4.672  0.331
H  3.700  -0.029  -4.045  0.253
H  5.140  0.956  -5.823  0.347
H  4.135  -0.477  -6.467  0.343
H  5.754  -0.641  -5.954  0.338
H  6.632  -0.516  -3.848  0.259
H  5.622  -1.008  -2.681  0.244
C  7.398  -9.412  0.419  -0.748
O  6.338  -9.249  -0.525  -0.359
C  5.084  -8.937  0.153  -0.827
C  4.875  -7.388  0.247  0.554
C  3.519  -6.940  0.747  -1.384
N  4.971  -6.868  -1.143  -0.698
H  8.345  -9.630  -0.074  0.293
H  7.151  -10.269  1.045  0.316
H  7.688  -8.611  1.100  0.283
H  4.332  -9.397  -0.487  0.347
H  5.049  -9.435  1.122  0.437
H  5.695  -7.140  0.922  0.164
H  2.754  -7.110  -0.011  0.376
H  3.464  -5.870  0.948  0.369
H  3.246  -7.591  1.578  0.341
H  5.858  -7.236  -1.456  0.280
H  5.119  -5.883  -0.976  0.257
C  0.002  -0.944  7.061  -1.078
C  0.158  -1.212  8.468  -0.159
O  -1.116  -1.627  9.049  -0.518
H  -0.318  -1.762  6.417  0.295
H  0.933  -0.567  6.637  0.332
H  -0.735  -0.160  6.889  0.336
H  0.671  -0.373  8.938  0.232
H  0.896  -2.002  8.602  0.257
H  -1.871  -1.141  8.710  0.303
C  -5.241  -5.065  1.890  -0.971
C  -5.954  -4.910  0.552  -0.232
O  -6.213  -6.118  -0.020  -0.515
H  -4.269  -5.509  1.677  0.273
H  -5.813  -5.571  2.668  0.294
H  -4.917  -4.094  2.265  0.305
H  -5.411  -4.276  -0.150  0.251
H  -6.917  -4.400  0.541  0.287
H  -6.638  -5.921  -0.858  0.309

Its net charge is 0. Its SMILES is COC[C@H](C)N.COC[C@H](C)N.COC[C@H](C)N.COC[C@H](C)N.COC[C@H](C)N.COC[C@H](C)N.CCO.CCO. The HOMO energy is -0.3305 Ha.



According to the calculations, the structures order from most to least stable as (1), (2).



(1)
This record from the OMol25 dataset describes a single C9H8N2 molecule. The level of theory is the ωB97M-V functional and the def2-TZVPD basis.

Last column: Mulliken charge in e.
Positions of all 19 atoms, in Å:
C  -3.163  -0.093  0.014  -0.515
C  -2.421  1.094  -0.084  -0.933
C  -1.066  1.115  -0.082  -0.513
C  -0.302  -0.123  -0.017  0.660
C  1.193  -0.182  -0.045  0.214
N  1.924  -1.189  -0.127  -0.507
C  3.205  -0.793  -0.062  -0.544
C  3.320  0.548  0.102  -0.381
N  1.941  0.987  0.102  -0.018
C  -0.946  -1.291  0.089  -0.436
C  -2.368  -1.314  0.066  -0.689
H  -4.231  0.121  0.203  0.316
H  -2.683  1.873  -0.236  0.841
H  -0.643  2.002  -0.164  0.406
H  3.906  -1.524  -0.174  0.516
H  3.975  1.280  0.121  0.517
H  1.674  1.829  0.209  -0.017
H  -0.455  -2.233  -0.030  0.420
H  -2.859  -2.107  0.116  0.663

Its net charge is 0. Its SMILES is c1ccc(-c2ncc[nH]2)cc1. The HOMO energy is -0.3066 Ha.



(2)
This record from the OMol25 dataset describes a single C9H8N2 molecule. The level of theory is the ωB97M-V functional and the def2-TZVPD basis.

Last column: Mulliken charge in e.
Positions of all 19 atoms, in Å:
N  0.618  2.761  -2.198  -0.541
C  0.391  1.773  -1.637  -0.167
C  0.135  0.608  -0.882  0.655
C  0.657  -0.752  -1.132  -1.026
C  -0.007  -1.549  0.145  -0.326
C  -1.485  -0.924  0.023  -0.794
C  -1.043  0.571  -0.003  -0.128
C  0.232  0.662  0.729  0.651
C  0.582  1.896  1.416  -0.104
N  0.740  2.928  1.898  -0.520
C  0.572  -0.701  1.243  -0.801
H  1.725  -0.791  -1.232  0.462
H  0.241  -1.344  -2.105  0.293
H  0.154  -2.672  0.231  0.369
H  -1.803  -1.079  -1.051  0.340
H  -2.116  -1.136  0.864  0.432
H  -1.789  1.335  0.185  0.477
H  0.431  -0.845  2.323  0.410
H  1.767  -0.741  1.186  0.318

Its net charge is 0. Its SMILES is N#C[C@]12C[C@@H]3C[C@H]1[C@@]2(C#N)C3. The HOMO energy is -0.3732 Ha.



(3)
This record from the OMol25 dataset describes a single C9H8N2 molecule. The level of theory is the ωB97M-V functional and the def2-TZVPD basis.

Last column: Mulliken charge in e.
Positions of all 19 atoms, in Å:
N  -1.303  2.229  0.286  -0.631
C  -1.313  0.864  -0.123  0.645
C  -2.342  -0.070  -0.097  -0.713
C  -2.095  -1.533  -0.170  -0.567
C  -0.710  -1.947  0.239  -0.654
C  0.235  -0.844  0.102  0.476
C  1.681  -1.289  -0.053  -0.218
N  2.732  -0.539  -0.151  -0.573
C  2.407  0.801  0.048  -0.157
C  1.136  1.308  0.004  -0.315
C  0.009  0.442  -0.092  0.905
H  -2.325  2.509  -0.004  0.275
H  -0.885  2.842  -0.267  0.288
H  -3.419  0.125  -0.107  0.297
H  -2.724  -2.375  -0.528  0.359
H  -0.597  -3.067  0.784  0.214
H  1.863  -2.469  0.275  0.193
H  3.192  1.747  -0.080  0.213
H  0.842  2.473  -0.150  -0.036

Its net charge is 0. Its SMILES is Nc1cccc2cnccc12. The HOMO energy is -0.2990 Ha.



According to the calculations, the structures order from most to least stable as (2), (1), (3).



(1)
This record from the OMol25 dataset describes a single C9H8N2 molecule. The level of theory is the ωB97M-V functional and the def2-TZVPD basis.

Last column: Mulliken charge in e.
Positions of all 19 atoms, in Å:
C  0.121  1.019  -3.370  -1.042
C  -0.032  0.487  -1.996  0.595
N  0.163  -0.926  -2.006  -0.568
C  0.168  -1.478  -0.810  -0.112
C  0.077  -0.810  0.479  0.675
C  0.232  -1.547  1.788  -0.760
C  0.048  -0.662  2.839  -0.238
C  -0.325  0.646  2.726  -0.308
C  -0.375  1.334  1.508  -0.576
C  -0.099  0.544  0.373  0.492
N  -0.013  1.222  -0.850  -0.604
H  1.024  0.840  -3.897  0.300
H  -0.694  0.554  -4.066  0.258
H  -0.012  2.160  -3.367  0.287
H  0.204  -2.570  -0.669  0.263
H  0.106  -2.661  1.668  0.258
H  0.351  -1.013  3.936  0.198
H  -0.440  1.069  3.704  0.352
H  -0.487  2.349  1.471  0.529

Its net charge is 0. Its SMILES is Cc1ncc2ccccc2n1. The HOMO energy is -0.3321 Ha.



(2)
This record from the OMol25 dataset describes a single C9H8N2 molecule. The level of theory is the ωB97M-V functional and the def2-TZVPD basis.

Last column: Mulliken charge in e.
Positions of all 19 atoms, in Å:
C  -1.424  -2.141  -1.800  -0.405
C  -2.101  -0.988  -1.307  -0.788
C  -1.394  0.046  -0.616  -0.360
C  -0.135  -0.130  -0.318  0.414
C  0.628  0.914  0.487  -0.287
N  1.371  1.935  -0.017  -0.649
C  1.795  2.654  1.086  -0.376
C  1.345  2.025  2.240  -0.261
N  0.598  0.940  1.744  -0.050
C  0.542  -1.346  -0.695  -0.192
C  -0.082  -2.285  -1.394  -0.404
H  -2.173  -2.895  -2.250  0.274
H  -2.898  -0.677  -1.554  0.630
H  -2.021  0.746  -0.412  0.604
H  2.282  3.576  1.064  0.460
H  1.467  2.216  3.382  0.303
H  0.174  0.055  2.334  0.353
H  1.631  -1.441  -0.403  0.328
H  0.395  -3.204  -1.569  0.406

Its net charge is 0. Its SMILES is c1ccc(-c2ncc[nH]2)cc1. The HOMO energy is -0.3187 Ha.



(3)
This record from the OMol25 dataset describes a single C9H8N2 molecule. The level of theory is the ωB97M-V functional and the def2-TZVPD basis.

Last column: Mulliken charge in e.
Positions of all 19 atoms, in Å:
C  1.564  1.612  -0.531  -0.710
C  -0.269  -1.393  0.561  0.613
C  1.707  -0.372  1.070  -0.674
C  -0.602  1.495  -1.754  -0.154
C  1.124  0.534  0.169  0.868
C  -1.437  -1.703  1.417  -0.330
C  0.594  2.306  -1.409  -0.645
C  -2.360  -2.583  1.608  -0.657
C  -0.103  -0.108  -0.176  0.412
N  1.035  -1.458  1.340  -0.540
N  -0.898  0.352  -1.183  -0.604
H  2.605  1.848  -0.290  0.348
H  -0.331  -2.081  -0.237  0.232
H  2.840  -0.363  1.414  0.283
H  -1.290  2.047  -2.450  0.346
H  0.291  3.126  -0.771  0.259
H  1.015  2.608  -2.256  0.516
H  -3.076  -2.257  2.486  0.210
H  -2.409  -3.608  0.992  0.225

Its net charge is 0. The HOMO energy (alpha / beta) is -0.2689 / -0.2990 Ha.



(4)
This record from the OMol25 dataset describes a molecular structure, C9H8N2. The level of theory is the ωB97M-V functional and the def2-TZVPD basis.

Last column: Mulliken charge in e.
Positions of all 19 atoms, in Å:
C  0.404  -1.012  -2.658  -0.547
C  1.701  -0.363  -2.653  -0.164
C  2.208  0.347  -1.526  -0.245
C  0.197  -0.045  -0.391  1.028
C  -0.291  -0.800  -1.430  -0.342
C  -0.556  0.086  0.896  -0.074
C  -1.706  -0.474  1.342  -0.720
C  -1.965  0.138  2.614  -0.407
C  -0.886  1.030  2.942  -0.395
H  0.276  -1.482  -3.582  0.449
H  2.486  -0.671  -3.693  0.143
H  3.208  0.651  -1.623  0.404
H  -1.329  -1.226  -1.390  0.185
H  -2.396  -0.957  0.792  0.431
H  -2.940  0.112  3.328  0.227
H  -0.716  1.774  3.882  0.267
H  0.950  1.498  1.749  0.372
N  1.414  0.482  -0.444  -0.461
N  -0.058  0.913  1.845  -0.149

Its net charge is 0. The HOMO energy is -0.2898 Ha.



According to the calculations, the structures order from most to least stable as (1), (4), (2), (3).